# C48H45BF4N9O3S3Ti

A molecular structure, C48H45BF4N9O3S3Ti in a non-equilibrium geometry (ωB97M-V/def2-TZVPD, the OMol25 dataset).

Its energy is -137239.6919 eV. Its total charge is -2. The calculation puts the frontier orbital gap (spin up / spin down) at 5.71 / 6.51 eV. The HOMO energy (spin up / spin down) comes out at -1.72 / -2.51 eV. As for the multiplicity: 2. Its expectation value of S² is 0.7636.

Structure (XYZ):
```
114
Properties=species:S:1:pos:R:3:forces:R:3
Ti 0.770204 -0.491751 -0.775729 -1.627 -1.279 2.542
C 1.961221 2.726355 -3.367416 0.343 -0.045 0.043
C 2.102496 1.617787 -2.360366 -0.754 0.424 0.137
N 1.014950 1.220580 -1.744474 0.633 2.079 -0.916
N -0.100196 1.941926 -2.168461 -0.574 -0.246 -0.789
C -0.889957 2.565400 -1.355577 0.713 0.338 0.176
S -0.770907 2.873445 0.299979 -0.048 0.112 0.081
S -2.236918 3.296507 -2.347439 -0.189 0.147 -0.037
C -2.281083 5.011161 -1.691378 0.209 -0.543 -0.156
C -1.187318 5.851216 -2.290672 -0.042 0.020 0.025
C -1.421818 6.590638 -3.448549 0.040 0.007 0.049
C -0.403502 7.315049 -4.051157 -0.055 0.016 -0.048
C 0.871614 7.311016 -3.505265 0.016 0.047 0.019
C 1.116929 6.576232 -2.352905 0.013 0.018 0.035
C 0.097288 5.860078 -1.742706 -0.121 -0.004 -0.030
C 3.404800 1.064113 -2.040851 0.388 -0.507 0.144
C 4.577441 1.772043 -2.334391 -0.110 0.035 -0.025
C 5.829760 1.271684 -2.042547 0.159 0.039 0.012
C 5.947263 0.017332 -1.450804 -0.168 0.012 0.009
C 4.811873 -0.691278 -1.121726 0.052 -0.179 0.104
C 3.534589 -0.183921 -1.380429 0.336 0.411 -0.169
O 2.482083 -0.866280 -1.000577 2.391 -0.449 -0.926
H 1.619954 3.642733 -2.882356 -0.014 0.024 -0.092
H 1.192619 2.437383 -4.084742 -0.057 0.053 0.040
H 2.892421 2.911075 -3.896175 -0.011 -0.016 -0.006
H -2.191140 4.895078 -0.609808 -0.025 0.153 0.037
H -3.264407 5.394539 -1.968744 0.001 0.016 0.090
H -2.414920 6.590162 -3.885508 0.013 -0.032 -0.009
H -0.604212 7.874227 -4.958301 -0.003 0.017 0.029
H 1.663236 7.889251 -3.967359 0.018 -0.069 -0.024
H 2.113839 6.550010 -1.928113 -0.021 0.030 0.017
H 0.284870 5.284376 -0.844395 0.010 -0.089 0.016
H 4.503685 2.758054 -2.773909 -0.001 -0.033 -0.028
H 6.715014 1.855993 -2.264127 -0.029 0.004 -0.040
H 6.924330 -0.401136 -1.240809 0.004 0.004 0.020
H 4.872561 -1.662575 -0.647330 -0.012 -0.002 -0.023
N -5.422702 4.651350 1.963040 -0.097 -0.137 0.025
C -4.878360 3.369019 1.751790 0.019 -0.015 0.023
C -4.038674 2.787897 2.697751 -0.016 0.043 -0.017
C -3.449918 1.563188 2.444761 0.146 0.047 -0.025
C -3.717368 0.894176 1.260274 0.223 -0.098 -0.226
C -4.626448 1.419206 0.354852 0.208 0.033 0.016
C -5.197973 2.655663 0.599936 -0.019 -0.021 -0.065
S -2.833318 -0.628034 0.956502 0.219 -0.413 0.538
O -2.239681 -0.924991 2.250292 0.132 0.063 -0.057
O -3.793249 -1.623340 0.518479 0.016 0.250 -0.294
N -1.596358 -0.477911 -0.074879 -0.813 0.338 -0.210
C -1.863686 -0.453757 -1.403325 -0.518 -0.181 -0.471
N -0.779115 -0.744476 -2.175656 -1.398 0.073 0.073
C -0.925146 -0.695512 -3.491352 0.280 -0.247 -0.115
C -2.139256 -0.409864 -4.085004 0.013 -0.006 -0.103
C -3.191012 -0.145608 -3.229627 0.052 0.002 0.221
N -3.071293 -0.166437 -1.911744 -0.099 0.109 0.119
H -4.863410 5.211407 2.587436 0.046 0.041 -0.034
H -5.583068 5.138890 1.094825 0.006 0.072 0.018
H -3.802193 3.323579 3.610968 0.009 0.010 -0.020
H -2.744733 1.127467 3.138687 -0.024 0.051 -0.002
H -4.824204 0.872695 -0.552020 -0.045 -0.007 -0.145
H -5.867490 3.096156 -0.131651 -0.003 -0.016 0.009
H -0.040436 -0.912100 -4.077440 0.025 0.044 0.030
H -2.242306 -0.380772 -5.159172 -0.003 -0.001 0.006
H -4.179822 0.110643 -3.602048 0.030 -0.020 -0.067
C -2.922126 -4.019863 3.938100 0.148 -0.064 -0.045
C -1.494699 -4.299721 4.329082 -0.093 0.096 -0.007
C -1.198206 -4.933477 5.529543 0.121 -0.038 0.021
C 0.107358 -5.209166 5.910426 0.015 0.002 0.071
C 1.149200 -4.823795 5.078608 -0.035 0.004 -0.023
C 0.880946 -4.189447 3.879464 -0.033 -0.001 -0.085
C -0.435928 -3.926897 3.483430 0.133 -0.164 0.107
N -0.691961 -3.391848 2.225453 -0.053 0.307 0.163
C 0.099846 -2.353203 1.660870 0.494 -0.377 0.259
N 0.563233 -1.453908 2.543772 -0.068 0.082 -0.111
C 1.429662 -0.339331 2.324886 0.177 0.127 -0.132
C 1.505570 0.317443 1.088344 -0.170 0.042 0.985
C 2.375145 1.421199 1.087106 -0.109 0.049 0.073
C 3.118548 1.819617 2.184667 0.100 0.027 -0.042
C 3.024244 1.118457 3.377406 -0.105 0.012 -0.025
C 2.166027 0.035341 3.463703 0.041 -0.091 0.120
C 2.037367 -0.716865 4.767338 -0.024 0.059 -0.128
N 0.392744 -2.362275 0.410862 -0.264 -0.307 -0.304
C 0.021737 -3.519884 -0.343163 0.138 -0.412 0.026
C -1.285143 -3.753735 -0.754717 0.156 0.085 -0.042
C -1.581472 -4.850861 -1.551005 -0.074 -0.008 0.024
C -0.579851 -5.728087 -1.928257 -0.016 -0.058 -0.023
C 0.719505 -5.508484 -1.494826 -0.023 -0.019 0.028
C 1.038149 -4.420020 -0.696662 -0.045 0.129 0.058
C 2.445453 -4.179929 -0.227202 -0.099 0.013 -0.056
H -3.577903 -4.149558 4.798893 -0.035 0.005 -0.033
H -3.253121 -4.703538 3.150102 -0.030 0.033 -0.004
H -3.037727 -3.003916 3.556423 -0.060 0.053 0.016
H -2.011888 -5.214774 6.189865 -0.042 0.009 -0.049
H 0.311569 -5.714344 6.846871 -0.023 0.025 0.000
H 2.175573 -5.029462 5.358168 0.000 0.026 -0.013
H 1.688015 -3.897026 3.218887 0.004 -0.031 0.000
H -1.668468 -3.239448 2.016873 -0.033 -0.056 -0.098
H 0.062157 -1.441091 3.415623 -0.087 -0.034 0.000
H 2.449390 2.033344 0.198561 0.007 -0.029 -0.045
H 3.783072 2.674928 2.107103 -0.037 0.009 0.008
H 3.605245 1.413274 4.245895 0.006 -0.011 0.002
H 2.872938 -0.477634 5.426422 -0.023 0.025 0.026
H 2.020312 -1.796064 4.609986 0.014 0.001 0.053
H 1.112360 -0.447332 5.290855 0.004 -0.065 0.037
H -2.076382 -3.077573 -0.464268 -0.038 0.103 0.021
H -2.603516 -5.009092 -1.875969 0.013 0.001 0.001
H -0.807101 -6.578805 -2.560621 0.017 0.020 -0.014
H 1.511544 -6.183180 -1.801358 0.008 0.015 0.015
H 3.152438 -4.778954 -0.800956 -0.007 -0.006 -0.003
H 2.545461 -4.434448 0.833326 0.027 0.016 0.006
H 2.695718 -3.127412 -0.347363 0.082 -0.006 -0.008
F 3.323677 -3.028730 -3.448106 -0.053 0.101 0.032
B 2.123078 -2.380277 -3.765903 -0.111 -0.137 0.045
F 1.232447 -2.434011 -2.651889 0.197 -0.097 -0.478
F 1.509521 -3.012707 -4.865611 0.008 0.065 0.042
F 2.348797 -1.020467 -4.079596 0.007 -0.052 -0.008
```
Forces are in eV/Å.

Results of the Löwdin charge analysis, in e, for atoms 1 through 8: 0.958, -0.006, -0.225, -0.049, -0.105, -1.122, 0.584, 0.831